{"formula": "C44H132N23O11P7", "method": "wB97M-V/def2-TZVPD", "e_above_lowest_kcal_mol": 187.5, "max_force_ev_per_a": 3.79, "homo_energy_ev": -7.82, "total_charge": 0, "homo_lumo_gap_ev": 8.00, "smiles": "CN(C)P(=O)(N(C)C)N(C)C.CN(C)P(=O)(N(C)C)N(C)C.CN(C)P(=O)(N(C)C)N(C)C.CN(C)P(=O)(N(C)C)N(C)C.CN(C)P(=O)(N(C)C)N(C)C.CN(C)P(=O)(N(C)C)N(C)C.CN(C)P(=O)(N(C)C)N(C)C.C[N+](=O)[O-].C[N+](=O)[O-]", "lumo_ev": 0.18, "symbols": ["C", "N", "C", "P", "O", "N", "C", "C", "N", "C", "C", "H", "H", "H", "H", "H", "H", "H", "H", "H", "H", "H", "H", "H", "H", "H", "H", "H", "H", "C", "N", "C", "P", "O", "N", "C", "C", "N", "C", "C", "H", "H", "H", "H", "H", "H", "H", "H", "H", "H", "H", "H", "H", "H", "H", "H", "H", "H", "C", "N", "C", "P", "O", "N", "C", "C", "N", "C", "C", "H", "H", "H", "H", "H", "H", "H", "H", "H", "H", "H", "H", "H", "H", "H", "H", "H", "H", "C", "N", "C", "P", "O", "N", "C", "C", "N", "C", "C", "H", "H", "H", "H", "H", "H", "H", "H", "H", "H", "H", "H", "H", "H", "H", "H", "H", "H", "C", "N", "C", "P", "O", "N", "C", "C", "N", "C", "C", "H", "H", "H", "H", "H", "H", "H", "H", "H", "H", "H", "H", "H", "H", "H", "H", "H", "H", "C", "N", "C", "P", "O", "N", "C", "C", "N", "C", "C", "H", "H", "H", "H", "H", "H", "H", "H", "H", "H", "H", "H", "H", "H", "H", "H", "H", "H", "C", "N", "C", "P", "O", "N", "C", "C", "N", "C", "C", "H", "H", "H", "H", "H", "H", "H", "H", "H", "H", "H", "H", "H", "H", "H", "H", "H", "H", "C", "N", "O", "O", "H", "H", "H", "C", "N", "O", "O", "H", "H", "H"], "xyz": [[8.46016, 0.97350, 6.53278], [7.25334, 0.32005, 5.95271], [7.47056, -1.12357, 5.56438], [5.72734, 1.11698, 6.26663], [5.55741, 2.50047, 5.76555], [4.57434, -0.03196, 5.70421], [3.98982, 0.15800, 4.36579], [3.63607, -0.73704, 6.57245], [5.74615, 0.96786, 7.95724], [5.84632, 2.18705, 8.70628], [6.09560, -0.23843, 8.73305], [9.23799, 0.21193, 6.58811], [8.23728, 1.24222, 7.56536], [8.69556, 1.91487, 6.03627], [7.39847, -1.75493, 6.44998], [8.47568, -1.22408, 5.15484], [6.63298, -1.47698, 4.96299], [3.11739, -0.40675, 4.03712], [3.67823, 1.18152, 4.15743], [4.78206, -0.04229, 3.64444], [2.87376, -0.03726, 6.91495], [3.07800, -1.53033, 6.07512], [4.00624, -1.27649, 7.44426], [6.76679, 2.34421, 9.26851], [5.69208, 3.10755, 8.14327], [4.97372, 2.23973, 9.35736], [7.06972, -0.15005, 9.21408], [5.93839, -1.14291, 8.14544], [5.39690, -0.31072, 9.56653], [-4.95065, 4.28040, -0.44409], [-5.36689, 5.58313, -0.97927], [-4.39081, 6.19546, -1.85499], [-7.07291, 6.00775, -0.93717], [-7.81134, 5.35459, 0.17961], [-7.18850, 7.69973, -0.97856], [-8.50490, 8.28588, -1.27899], [-6.37192, 8.53647, -0.12938], [-7.64321, 5.46354, -2.45496], [-7.20746, 6.04182, -3.73532], [-8.11008, 4.07006, -2.57424], [-5.41624, 3.44708, -0.97029], [-5.29695, 4.15490, 0.58179], [-3.86840, 4.15546, -0.47901], [-4.68262, 5.94009, -2.87368], [-3.38443, 5.87252, -1.58852], [-4.24422, 7.26484, -1.70321], [-9.19835, 8.04022, -0.47470], [-8.47502, 9.34721, -1.52554], [-8.82930, 7.89045, -2.24154], [-5.32992, 8.52907, -0.44918], [-6.69191, 9.57575, -0.20435], [-6.44849, 8.20020, 0.90462], [-6.58518, 5.43168, -4.38999], [-8.09700, 6.12362, -4.35990], [-6.68109, 6.99311, -3.65733], [-7.26879, 3.37983, -2.51154], [-8.65879, 3.86238, -3.49287], [-8.80982, 3.82299, -1.77585], [6.22424, -0.68618, -1.60792], [6.37098, -2.19465, -1.61027], [6.52932, -2.71712, -0.20773], [5.51555, -3.08767, -2.74363], [4.06159, -2.79407, -2.61191], [6.21183, -2.80917, -4.25343], [5.41005, -2.88573, -5.47839], [7.64672, -2.64050, -4.56767], [6.06546, -4.65708, -2.45482], [7.50632, -4.97878, -2.46289], [5.15189, -5.76661, -2.21045], [5.37218, -0.34648, -1.01912], [6.06969, -0.33631, -2.62862], [7.12645, -0.16420, -1.28911], [6.68815, -1.96358, 0.56367], [7.39902, -3.34821, -0.02483], [5.64045, -3.32551, -0.04078], [5.38747, -3.94513, -5.73386], [4.37376, -2.63160, -5.25567], [5.91996, -2.36059, -6.28606], [8.17787, -2.65348, -3.61594], [8.02833, -3.51224, -5.09925], [7.85820, -1.67289, -5.02277], [7.69836, -5.77089, -1.73914], [7.92001, -5.33990, -3.40446], [8.13883, -4.10883, -2.28623], [4.74010, -5.73389, -1.20176], [5.84864, -6.60463, -2.22892], [4.36325, -5.91168, -2.94875], [-2.54724, 6.10971, 5.62188], [-1.74116, 6.75683, 4.66203], [-2.45952, 7.67808, 3.74689], [-0.08127, 6.33300, 4.34606], [0.39735, 6.42700, 2.94866], [0.86215, 7.14703, 5.54146], [2.36602, 7.05397, 5.53075], [0.35956, 8.29000, 6.22859], [-0.02902, 4.65859, 4.78300], [-0.66227, 3.73320, 3.81973], [0.11978, 4.19493, 6.19684], [-3.00646, 5.15924, 5.35018], [-3.33718, 6.79849, 5.92135], [-1.92472, 5.84970, 6.47801], [-3.25194, 7.19271, 3.17719], [-1.77652, 8.04596, 2.98120], [-2.70485, 8.61855, 4.24027], [2.79215, 8.01453, 5.24120], [2.79508, 6.79622, 6.49904], [2.74448, 6.33165, 4.80748], [0.27989, 9.11508, 5.52079], [-0.66134, 8.14295, 6.58109], [1.00029, 8.60862, 7.05081], [-1.72444, 3.97488, 3.78117], [-0.31912, 3.95912, 2.81012], [-0.49248, 2.66442, 3.95014], [-0.77422, 3.72237, 6.60373], [0.32298, 5.10911, 6.75459], [1.01898, 3.59501, 6.33699], [-2.90898, -6.40783, 5.33754], [-1.94402, -5.66474, 4.55432], [-2.30401, -4.23293, 4.36474], [-0.36364, -6.15308, 4.35781], [0.60724, -5.41448, 5.24881], [-0.34958, -7.93328, 4.44345], [0.38217, -8.59862, 5.47986], [-1.09682, -8.76134, 3.56644], [-0.05682, -5.84306, 2.69761], [-1.05974, -6.23649, 1.70147], [1.14558, -5.18572, 2.21074], [-2.91517, -6.01875, 6.35571], [-2.93104, -7.49323, 5.23997], [-3.85860, -6.03632, 4.95243], [-2.71150, -4.12522, 3.35953], [-1.36508, -3.68450, 4.28909], [-2.93007, -3.69459, 5.07632], [-0.17694, -9.32436, 6.07046], [1.35029, -9.01954, 5.20846], [0.66977, -7.91162, 6.27574], [-1.08747, -9.78617, 3.93756], [-2.08177, -8.35360, 3.33900], [-0.59449, -8.59905, 2.61280], [-2.04255, -6.47422, 2.10848], [-1.13313, -5.45722, 0.94288], [-0.64654, -7.14264, 1.25846], [1.07996, -4.15426, 2.55698], [1.20022, -5.06788, 1.12851], [2.05743, -5.64092, 2.59730], [-2.07381, -3.85969, -4.92417], [-2.20375, -5.31941, -4.81301], [-0.85770, -5.91867, -4.63656], [-3.76886, -6.23771, -4.99808], [-4.97457, -5.31463, -5.19232], [-3.57970, -7.34837, -6.34581], [-4.69616, -8.28189, -6.68666], [-2.37962, -7.48532, -7.10585], [-3.80322, -7.32334, -3.65821], [-2.92001, -8.46367, -3.53032], [-4.72257, -7.13079, -2.55065], [-1.73491, -3.55895, -5.91553], [-1.41674, -3.53578, -4.11705], [-3.10170, -3.53625, -4.76007], [-0.19154, -5.69048, -5.46860], [-0.81595, -7.00550, -4.70837], [-0.34373, -5.68803, -3.70343], [-5.61975, -7.71445, -6.80099], [-4.51488, -8.79495, -7.63112], [-4.86752, -9.00547, -5.88970], [-2.52683, -7.84723, -8.12342], [-1.98021, -6.47817, -7.22503], [-1.66790, -8.15798, -6.62722], [-2.42930, -8.83359, -4.43056], [-2.08244, -8.07454, -2.95139], [-3.34543, -9.30377, -2.98137], [-4.79123, -6.10183, -2.19765], [-4.38725, -7.74047, -1.71163], [-5.70076, -7.55528, -2.77659], [1.52680, 1.66040, -6.33809], [0.78408, 3.02717, -6.53958], [0.66854, 3.42505, -7.93309], [0.27156, 3.98659, -5.21702], [-0.46296, 3.23465, -4.17520], [1.66797, 4.75706, -4.63732], [1.77965, 5.17499, -3.25252], [2.69204, 5.20146, -5.59957], [-0.67552, 5.19935, -5.84933], [-0.24837, 6.29242, -6.68853], [-2.04617, 4.72935, -6.16437], [2.31683, 1.62302, -7.08813], [0.80392, 0.84814, -6.41412], [2.08520, 1.85622, -5.42270], [-0.36829, 3.62771, -8.20146], [0.71766, 2.50679, -8.51831], [1.39058, 4.03663, -8.47414], [1.70219, 6.24691, -3.07060], [1.11746, 4.58324, -2.62051], [2.72420, 4.81347, -2.84602], [2.89395, 4.44624, -6.35917], [2.33165, 6.13715, -6.02700], [3.66214, 5.50349, -5.20490], [0.46077, 6.07764, -7.48796], [-1.13476, 6.72300, -7.15435], [0.23496, 7.06001, -6.08412], [-2.41443, 3.92052, -5.53328], [-2.09623, 4.31981, -7.17326], [-2.79836, 5.51199, -6.06550], [0.13089, -0.12959, -0.77564], [-1.28674, -0.57666, -0.42412], [-2.09334, -0.79539, -1.34461], [-1.52886, -0.79908, 0.73886], [-0.00942, 0.94997, -0.83001], [0.27792, -0.53100, -1.77833], [0.87340, -0.49972, -0.06870], [-6.65802, -1.76988, -1.14590], [-8.15670, -1.61768, -1.38326], [-8.87283, -2.24028, -0.56270], [-8.63775, -0.89299, -2.22201], [-6.38093, -2.68433, -0.62141], [-6.27299, -0.90046, -0.61301], [-6.24114, -1.98723, -2.12930]], "forces_ev_per_angstrom": [[-1.6201, -0.4709, 0.2933], [-0.3452, 0.0370, -0.9717], [-1.0663, 1.4469, 1.0865], [1.1902, -2.7899, 0.4296], [0.2899, -0.9105, 0.3622], [-0.1648, -0.2514, 0.0749], [1.1351, 1.0871, -0.9768], [-0.7700, 0.1808, 0.7278], [0.0669, 0.3274, -0.8373], [-1.3935, 1.0544, 0.6446], [-0.8704, 0.7915, -0.3543], [0.2975, 0.4752, -0.3413], [0.0818, 0.0706, 0.2994], [0.4139, -0.3145, -0.3090], [0.3241, -0.1496, 0.3168], [-0.3407, -0.0911, -0.4339], [0.4230, 0.2071, -0.5436], [0.1754, -0.6873, 0.9614], [0.1351, 0.3486, 0.3611], [-0.0434, -0.0712, -0.3024], [-0.1981, 0.0209, 0.3342], [0.2925, 0.1359, -0.6914], [0.6227, 0.4996, -0.0230], [0.1863, -0.4477, 0.1069], [0.2963, -0.3801, -0.7238], [0.1711, -0.0782, 0.8312], [0.3788, -0.1990, -0.4349], [0.5519, 0.1370, -0.0021], [-0.2503, 0.0175, 0.1050], [-1.0007, -0.0642, 0.4001], [-1.0166, 0.9101, 1.5375], [-0.2275, 0.1744, -0.0110], [1.0550, -0.9012, -0.6443], [0.8120, 0.2309, -0.8701], [0.1500, -0.2891, -1.2430], [0.1569, -0.9572, -0.7831], [0.4948, -0.2510, 0.3504], [-0.0029, 0.5413, 0.0260], [-0.5664, -0.1486, -0.1579], [0.0113, 0.1853, 0.7178], [0.1313, -0.1555, -0.3659], [0.1276, 0.1839, 0.1336], [-0.1077, 0.2181, -0.0404], [0.7787, 0.3487, -0.3733], [-0.1177, -0.6794, -0.3026], [-0.7687, 0.2904, -0.2763], [-0.3411, 0.3123, -0.1689], [0.4498, 0.1414, 0.7023], [-0.4230, -0.5168, 0.2424], [0.0726, -0.1612, 0.1681], [-0.1760, -0.1327, 0.0382], [0.1977, 0.2619, 0.2540], [0.5350, -0.6568, 0.5534], [-0.2405, 0.6068, -0.0225], [-0.3697, 0.0747, 0.3445], [0.0417, -0.2102, -0.1321], [0.1858, 0.4655, -0.2519], [0.1987, 0.1568, 0.1796], [-0.0095, -1.0577, -0.9171], [1.3758, 1.7788, 1.0528], [-0.3908, -0.6678, -0.9959], [0.9889, 0.0540, 0.2954], [0.6807, -1.0484, -0.9034], [0.1711, 1.8138, -0.3254], [-0.0188, -1.2325, 1.0917], [-0.6465, -0.4046, 1.9251], [-0.4031, 0.6618, 0.2487], [-0.3038, 0.1656, -0.2026], [1.0988, -0.2189, 0.4144], [-0.0282, -0.1652, 0.1411], [-0.1764, -0.1751, -0.1122], [0.1304, -0.3987, 0.3345], [-0.6799, 0.5130, -0.4503], [0.1597, -0.2996, -0.7167], [0.0320, 0.0909, 0.7733], [-0.0968, -0.2260, -0.6167], [0.1235, 0.5385, -0.3625], [-0.4697, 0.3479, 0.0913], [0.1186, 0.2637, -0.0720], [-0.0091, 0.2162, -0.5530], [-0.0894, -0.1836, -0.4241], [0.0913, 0.2432, 0.2613], [-0.5287, -0.2892, -0.4949], [-0.3336, -0.0008, 0.6561], [-0.3174, 0.0526, 0.0110], [-0.6078, -0.5508, -0.0905], [0.0948, 0.1980, -0.0293], [0.0712, -0.4722, 1.3353], [1.8840, 1.0760, -2.5529], [1.6379, 0.0213, -0.1894], [-0.3653, -1.7138, 1.3720], [-0.5944, 0.7411, 0.4874], [0.6473, -2.0880, -0.9604], [-0.8693, 0.1164, -0.5850], [-0.8179, 0.9595, -0.3367], [0.4377, 0.1318, 0.8321], [-0.0603, 1.2206, -0.4657], [0.2620, 1.3525, -1.0535], [-0.1704, -0.0930, -0.6030], [-0.0465, -0.0784, 0.2729], [-0.2119, 0.2073, 0.3627], [-0.3678, 0.0582, 0.4720], [0.3400, -0.3849, -0.1133], [-0.8144, -0.2424, 0.3552], [-0.0664, 0.1799, -0.0569], [-0.3969, -0.0803, 0.2275], [-0.4010, -0.1041, -0.0151], [0.1367, 0.5667, 0.0979], [0.0933, -0.1953, 0.2566], [0.0208, -0.2700, 0.0239], [-0.4035, -0.5454, 0.0963], [0.2847, 0.1119, 0.0507], [0.1138, 0.2009, 0.6706], [-0.0179, -0.1838, -0.1190], [-0.1454, -0.0919, 0.3112], [-0.1773, -0.4331, -0.2094], [-1.0918, 1.1923, -0.1872], [-0.0238, -0.4209, 0.1994], [1.6067, -0.3497, -1.4815], [1.4355, -0.2335, -0.5205], [-0.9552, -1.6409, -1.2701], [0.0894, 3.1682, 2.0730], [0.7106, 0.6571, 1.6413], [0.3497, 0.8978, -1.5277], [-1.3573, -0.2816, 1.2789], [1.1963, -0.2103, -0.0967], [-0.2308, 0.8462, 0.7439], [0.2211, -0.6625, 0.4555], [0.5466, 0.1956, 0.1532], [-0.4598, -0.3983, -0.0473], [-0.5440, 0.0543, 0.0232], [0.0526, 0.1702, 0.2841], [-0.0270, -0.8197, 0.4153], [-0.4074, -0.4197, -0.5025], [-0.0732, -0.3644, -0.6058], [-0.0386, 0.5476, -0.1897], [-0.2246, 0.0950, -0.3604], [-0.4856, -0.3963, 0.5476], [-0.0269, -1.3077, -0.4974], [0.1743, 0.2829, 0.1897], [-0.2321, -0.0019, -0.0509], [-0.4701, -0.0714, -0.7003], [0.5435, 0.2007, 0.1873], [-0.2618, -0.6833, -0.0715], [-0.0032, -0.0057, -0.1111], [-1.6346, -1.2172, 0.1108], [-0.5666, -1.8651, -0.1869], [-0.6287, -1.0973, -0.6727], [0.6500, 0.4306, -0.8591], [2.7397, -1.9474, 1.1317], [-1.2096, 0.4793, 1.0392], [0.1872, 1.0406, 0.8103], [0.5513, 0.7087, -0.0964], [-1.0036, 0.9973, -1.8947], [1.2604, 0.6654, 0.4630], [-0.0416, -0.4616, 0.2678], [0.2276, 0.1883, 0.0474], [-0.0261, 0.3149, -0.1676], [0.2064, 0.8033, -0.0736], [0.0427, 0.7303, -0.1306], [-0.6849, -0.1927, 0.2521], [-0.3026, 0.4861, 0.1628], [-0.0414, 0.0555, 0.0004], [0.2907, 0.0895, 0.1464], [0.0898, -0.2483, -0.0021], [-0.4464, -0.0944, 0.0517], [0.6171, -0.1513, 0.0615], [0.4165, -0.0159, -0.0389], [-0.6468, 0.1622, -0.4144], [0.3898, -0.5174, 0.4769], [-0.3432, 0.0980, -0.1846], [-0.1008, 0.0070, -0.2616], [0.3187, 0.1693, 0.1410], [-0.3029, 0.4103, -0.1412], [-0.4628, 3.4325, -0.0047], [0.8728, -0.5650, 0.3126], [-1.2401, -1.8612, -0.6938], [1.1531, -0.2250, -0.1041], [0.5771, 0.1297, -0.2815], [0.0175, -0.8427, -0.5991], [0.4674, -0.9696, 0.4010], [-0.5807, 0.6459, 0.1693], [-1.3252, -1.1552, -0.1817], [0.3234, 0.7164, 0.1210], [-0.1912, -0.2936, -0.1297], [-0.2984, -0.2321, -0.3035], [0.3729, -0.0305, 0.4189], [-0.4303, -1.0284, 0.4571], [0.0367, 1.0889, 0.1711], [0.3826, -0.4608, 0.0476], [0.1809, 0.7262, 0.7828], [-0.2308, 0.0405, -0.0846], [-0.6860, 0.4410, -0.3032], [0.5524, 0.3753, -0.2098], [-0.2723, 0.1067, -0.0526], [0.1444, -0.0268, -0.6835], [-0.0995, -0.4802, 0.8321], [-0.0530, -0.4644, -0.1157], [0.0855, 0.1070, 0.0554], [-0.1095, 0.1732, 0.0847], [0.5985, 0.0956, 0.3487], [-0.0753, 0.1826, -0.3210], [0.2835, 0.3549, -0.0669], [-1.3974, -0.0092, -0.8524], [-0.4180, -1.5622, -0.9202], [1.4389, 0.7780, 1.1408], [0.0053, 0.3482, 0.2694], [0.6330, 0.0106, 0.0786], [0.2049, 0.1933, 0.1328], [-0.4850, 0.2214, 0.1097], [0.0074, -0.5872, -1.1888], [-1.6569, -1.2038, 2.7347], [1.3527, 0.7216, -1.2970], [1.2237, -0.1081, -0.1921], [-0.9516, 0.1827, 0.5166], [-0.1459, 0.0361, -0.4758], [0.2054, 0.9688, -0.1214]]}